# 1
{"formula": "C3H4N2O", "method": "ωB97M-V/def2-TZVPD", "fmax_ev_per_a": 3.01, "de_lowest_kcal_mol": 57.2, "energy_ha": -301.3960, "smiles": "[H]/N=C1\\C=NCO1", "homo_energy_ev": -10.13, "lumo_energy_ev": 0.26, "orbital_gap_ev": 10.395, "species": ["N", "C", "C", "N", "C", "O", "H", "H", "H", "H"], "xyz": [[0.044, 1.881, -0.484], [0.014, 0.844, 0.224], [-1.032, -0.175, 0.487], [-0.527, -1.327, 0.289], [0.844, -1.068, -0.070], [1.204, 0.232, 0.288], [0.845, -0.809, -1.240], [-0.922, 2.164, -0.567], [-2.078, -0.009, 0.725], [1.608, -1.734, 0.347]], "forces_ev_per_a": [[-1.4, 1.1, 0.3], [0.9, 0.8, -1.4], [0.2, -0.4, 0.4], [-0.3, 0.2, 0.3], [1.2, 0.1, -2.8], [0.2, -0.1, 2.4], [0.2, -2.3, 1.7], [-0.4, 0.8, -0.2], [0.1, 0.1, -0.1], [-0.6, -0.3, -0.6]]}

---

# 2
{"formula": "C3H4N2O", "method": "ωB97M-V/def2-TZVPD", "fmax_ev_per_a": 7.39, "de_lowest_kcal_mol": 58.1, "energy_ha": -301.3947, "smiles": "Oc1cn[nH]c1", "homo_energy_ev": -8.78, "lumo_energy_ev": 0.73, "orbital_gap_ev": 9.509, "species": ["C", "C", "C", "H", "H", "H", "H", "N", "N", "O"], "xyz": [[0.470, 0.125, -0.521], [-0.114, 1.306, -0.262], [-0.178, -0.918, 0.180], [1.953, -1.122, -1.214], [0.053, 2.358, -0.292], [-1.695, -0.580, 1.575], [0.074, -1.918, 0.215], [-1.083, 1.100, 0.754], [-1.102, -0.172, 0.800], [1.622, -0.178, -1.236]], "forces_ev_per_a": [[2.7, -4.3, -1.0], [-2.1, 2.0, 3.4], [0.1, 4.9, -1.5], [-1.3, 1.7, 0.4], [0.9, 0.3, -1.1], [0.8, 0.6, -1.4], [-0.2, -1.8, 0.4], [1.6, 1.0, -3.5], [-3.0, -4.5, 5.0], [0.6, 0.1, -0.7]]}

---

# 3
{"formula": "C3H4N2O", "method": "ωB97M-V/def2-TZVPD", "fmax_ev_per_a": 1.99, "de_lowest_kcal_mol": 69.7, "energy_ha": -301.3762, "smiles": "C=C=O.N#CN", "homo_energy_ev": -8.85, "lumo_energy_ev": 0.39, "orbital_gap_ev": 9.245, "species": ["N", "C", "O", "C", "C", "N", "H", "H", "H", "H"], "xyz": [[-0.595, 0.817, -0.698], [-0.687, -0.698, 0.963], [-1.640, -0.361, 1.549], [0.471, -1.171, 0.538], [0.760, 0.937, -0.564], [1.860, 1.304, -0.557], [-1.053, 1.683, -0.452], [-0.896, 0.459, -1.593], [1.160, -1.486, 1.300], [0.620, -1.485, -0.486]], "forces_ev_per_a": [[0.2, 0.7, -0.6], [-0.2, -0.9, 1.4], [0.6, 0.0, -0.5], [-0.5, -1.0, 0.5], [0.5, 1.7, -1.0], [-0.7, -0.6, 0.2], [-0.2, 0.1, -0.1], [0.1, 0.1, -0.1], [0.1, -0.2, 0.2], [0.0, 0.3, 0.1]]}

---

# 4
{"formula": "C3H4N2O2", "method": "ωB97M-V/def2-TZVPD", "fmax_ev_per_a": 6.03, "de_lowest_kcal_mol": 167.4, "energy_ha": -376.4971, "smiles": "CC1=NOC=NO1", "homo_energy_ev": -9.68, "lumo_energy_ev": 0.73, "orbital_gap_ev": 10.406, "species": ["C", "C", "C", "H", "H", "H", "H", "N", "N", "O", "O"], "xyz": [[2.360, -0.024, 0.123], [0.861, -0.019, -0.035], [-1.861, -0.014, 0.215], [2.614, -0.936, -0.478], [2.743, -0.394, 1.191], [3.113, 0.919, -0.079], [-3.030, -0.100, 0.652], [0.397, 1.126, 0.036], [-1.269, -1.054, 0.065], [-1.095, 1.188, -0.213], [0.158, -1.144, -0.264]], "forces_ev_per_a": [[3.0, -1.9, 1.4], [1.0, 0.3, 0.3], [-0.4, 5.0, -0.3], [0.6, 1.0, 0.0], [-1.4, 0.8, -2.0], [-2.8, -2.2, 0.0], [3.5, 1.0, -1.5], [-3.3, 2.2, 0.2], [1.7, -5.7, 0.7], [-1.3, -0.9, 1.3], [-0.7, 0.5, -0.1]]}

---

Please write out number 3 again, unchanged.
{"formula": "C3H4N2O", "method": "ωB97M-V/def2-TZVPD", "fmax_ev_per_a": 1.99, "de_lowest_kcal_mol": 69.7, "energy_ha": -301.3762, "smiles": "C=C=O.N#CN", "homo_energy_ev": -8.85, "lumo_energy_ev": 0.39, "orbital_gap_ev": 9.245, "species": ["N", "C", "O", "C", "C", "N", "H", "H", "H", "H"], "xyz": [[-0.595, 0.817, -0.698], [-0.687, -0.698, 0.963], [-1.640, -0.361, 1.549], [0.471, -1.171, 0.538], [0.760, 0.937, -0.564], [1.860, 1.304, -0.557], [-1.053, 1.683, -0.452], [-0.896, 0.459, -1.593], [1.160, -1.486, 1.300], [0.620, -1.485, -0.486]], "forces_ev_per_a": [[0.2, 0.7, -0.6], [-0.2, -0.9, 1.4], [0.6, 0.0, -0.5], [-0.5, -1.0, 0.5], [0.5, 1.7, -1.0], [-0.7, -0.6, 0.2], [-0.2, 0.1, -0.1], [0.1, 0.1, -0.1], [0.1, -0.2, 0.2], [0.0, 0.3, 0.1]]}